Record 1
Formula: C34H71BCrN7O3P3S2
Source: the OMol25 dataset
Level of theory: ωB97M-V with the def2-TZVPD basis set

Structure (XYZ):
```
122
Properties=species:S:1:pos:R:3
Cr 0.04511 1.17961 -0.22446
C 1.03913 2.49890 3.91704
C 0.27166 1.18237 3.76970
C 1.30231 0.07889 3.50458
C -0.44541 0.82531 5.08148
P -0.85968 1.33911 2.28087
C -1.96563 -0.14901 2.38009
N -2.31616 -0.52292 1.03310
B -1.53006 -0.20561 -0.12417
N -2.29243 -0.67480 -1.24440
C -1.95501 -0.50275 -2.63644
P -0.32163 0.39370 -2.73397
C -0.59991 1.61794 -4.13201
C -1.34522 1.02162 -5.33668
C 0.75506 2.17961 -4.58264
C -1.44851 2.79326 -3.63503
C 0.88417 -0.92411 -3.30672
C 0.71378 -2.07575 -2.30583
C 2.31577 -0.37959 -3.21685
C 0.66998 -1.49124 -4.71058
C -3.46952 -1.26654 -0.77584
C -4.51126 -1.86323 -1.45993
C -5.58008 -2.36302 -0.71894
C -5.59482 -2.26867 0.66660
C -4.54290 -1.67438 1.36047
C -3.48251 -1.16994 0.62935
C -2.04004 2.76932 2.59457
C -2.49533 2.89778 4.05318
C -1.36176 4.09192 2.21245
C -3.32337 2.54374 1.75822
H 1.82171 2.37279 4.67014
H 0.39994 3.31735 4.24777
H 1.51578 2.78885 2.97664
H 2.01515 0.08639 4.33337
H 1.84140 0.25476 2.57989
H 0.84749 -0.90800 3.45634
H 0.29300 0.43206 5.78372
H -1.20251 0.05064 4.95001
H -0.91602 1.68292 5.55487
H -2.85536 0.06448 2.97730
H -1.41293 -0.94449 2.88930
H -2.72746 0.06753 -3.16092
H -1.87825 -1.46169 -3.15915
H -0.91305 0.10250 -5.71501
H -1.31814 1.75382 -6.14740
H -2.39671 0.83825 -5.11245
H 1.32343 1.45270 -5.16182
H 1.36007 2.52056 -3.73950
H 0.57469 3.03893 -5.23282
H -2.42012 2.47186 -3.24468
H -1.66544 3.43763 -4.49024
H -0.91364 3.39579 -2.90312
H 0.59273 -1.71424 -1.28731
H 1.59676 -2.71870 -2.34980
H -0.15367 -2.69234 -2.54433
H 2.52074 0.06101 -2.24474
H 2.52201 0.37634 -3.97216
H 3.01057 -1.20816 -3.38173
H -0.34346 -1.86723 -4.85902
H 1.35110 -2.33604 -4.84373
H 0.89651 -0.76748 -5.49154
H -4.50146 -1.93844 -2.54020
H -6.40959 -2.83014 -1.23206
H -6.43576 -2.66480 1.21947
H -4.55847 -1.61097 2.44121
H -1.69722 3.22886 4.71544
H -2.91758 1.97027 4.44154
H -3.28298 3.65478 4.09134
H -0.48622 4.29721 2.83040
H -2.07471 4.90562 2.36746
H -1.02626 4.12322 1.18259
H -3.17428 1.96126 0.85410
H -3.73446 3.51241 1.46720
H -4.08296 2.03427 2.35243
C 4.62555 1.13537 0.18323
N 4.15863 -0.22513 0.44267
C 5.16162 -1.27988 0.51040
C 2.82790 -0.49236 0.36095
N 1.95735 0.45495 0.14410
N 2.54159 -1.83882 0.48845
C 1.37248 -2.50624 0.84739
N 1.52971 -3.87120 0.76008
N 0.34428 -1.88121 1.24217
H 5.67957 1.19560 0.43545
H 4.10214 1.85880 0.80929
H 4.49004 1.42782 -0.86024
H 6.14258 -0.81847 0.53573
H 5.13697 -1.93569 -0.36628
H 5.06363 -1.87396 1.42220
H 2.45443 1.33528 0.04091
H 3.35345 -2.42977 0.50083
H 2.18811 -4.24653 0.09731
H 0.69679 -4.42395 0.87143
H -0.43613 -2.51326 1.40362
O -1.61228 2.40653 -0.61414
H -1.27016 3.28982 -0.84591
H -2.30602 2.16836 -1.23974
C 2.93739 5.29281 3.07401
C 3.77092 4.32684 2.25400
C 5.06474 4.93948 1.76104
O 2.94784 3.76072 1.18554
P 2.74154 4.34293 -0.29279
S 4.22480 4.08173 -1.50844
S 1.01527 3.43495 -0.89269
O 2.41009 5.86163 0.04415
C 1.83557 6.90458 -0.79181
C 2.08694 6.71366 -2.27298
C 0.36228 7.02202 -0.45360
H 3.52236 5.66421 3.91632
H 2.04591 4.80180 3.46293
H 2.63228 6.13904 2.46220
H 4.00172 3.44402 2.85567
H 4.88339 5.83190 1.16201
H 5.64102 4.23889 1.15956
H 5.65593 5.22572 2.63244
H 2.35666 7.80196 -0.45475
H 1.59759 5.81163 -2.64473
H 3.14917 6.64577 -2.49617
H 1.66948 7.57273 -2.80036
H -0.18388 6.14942 -0.81343
H -0.05250 7.91312 -0.92674
H 0.22048 7.10442 0.62396
```

Multiplicity   4
Expectation value of S²   3.8612
Relative energy (zero: lowest compared OMol25 entry of this formula, charge and spin)   0.000 eV
E   -4836.96246 Eh
Total charge   +1

Record 2
Formula: C34H71BO10P
Source: the OMol25 dataset
Level of theory: ωB97M-V with the def2-TZVPD basis set

Structure (XYZ):
```
117
Properties=species:S:1:pos:R:3
C -1.07672 -6.69777 0.78790
C 0.39642 -6.51112 1.16342
C 0.61277 -5.25360 2.00723
C 2.09346 -4.87278 2.15556
C 2.58324 -3.82930 1.12855
C 2.98435 -2.48139 1.74420
C 1.88351 -1.69322 2.46413
C 0.61132 -1.44191 1.64058
C -0.64180 -1.11269 2.48258
C -1.82552 -2.10396 2.33174
C -2.99709 -1.60851 1.47486
C -4.37174 -2.11445 2.02141
B -4.48152 -3.63628 1.67285
O -3.68924 -4.60901 2.31033
O -5.28469 -4.12125 0.62125
P -2.74707 -2.20539 -0.19832
C -1.61293 -0.93981 -0.94382
O -4.18182 -1.70052 -0.95050
H -1.34419 -6.06678 -0.06277
H -1.31375 -7.73699 0.54584
H -1.73527 -6.37693 1.60033
H 0.99031 -6.39783 0.24791
H 0.77073 -7.38943 1.70267
H 0.08369 -4.43805 1.50620
H 0.12845 -5.36873 2.98241
H 2.27156 -4.48411 3.16380
H 2.70246 -5.77970 2.06179
H 3.47578 -4.22115 0.62544
H 1.83528 -3.68889 0.34315
H 3.80302 -2.68320 2.44880
H 3.42434 -1.86815 0.94655
H 1.64420 -2.15736 3.42832
H 2.31216 -0.71115 2.69633
H 0.80889 -0.59604 0.97173
H 0.39874 -2.29008 0.98437
H -1.02116 -0.13164 2.18182
H -0.35673 -1.01799 3.53853
H -2.20999 -2.35779 3.32697
H -1.40603 -3.05068 1.93897
H -5.19917 -1.52122 1.60853
H -4.38278 -1.94899 3.10862
H -4.01205 -4.84178 3.17979
H -6.16586 -3.74737 0.68060
H -1.49875 -0.08588 -0.27339
H -0.64105 -1.37087 -1.20193
H -2.09964 -0.59124 -1.85855
H -4.63580 -2.50459 -1.21632
C 6.00805 0.23518 0.57755
C 5.83027 0.28571 2.07282
O 4.83369 0.73853 2.58237
C 6.95625 -0.28759 2.90139
H 5.13180 0.65634 0.09002
H 6.90088 0.78703 0.27548
H 6.14005 -0.80252 0.26729
H 7.88203 0.25804 2.70619
H 7.11939 -1.33018 2.61975
H 6.70491 -0.22028 3.95716
C 8.30170 -3.23625 -1.77464
C 7.15399 -3.53190 -0.84747
O 7.08060 -3.02993 0.25344
C 6.11145 -4.50139 -1.34109
H 8.98403 -2.53681 -1.29682
H 8.83384 -4.16477 -1.98175
H 7.95450 -2.81704 -2.72080
H 6.58070 -5.45957 -1.57358
H 5.65737 -4.12638 -2.26038
H 5.34149 -4.63742 -0.58579
C -4.59605 1.40996 0.69116
C -3.58812 2.48058 0.36167
O -2.53799 2.22454 -0.18330
C -3.94086 3.90179 0.74473
H -4.21477 0.43456 0.39657
H -4.77976 1.39642 1.76842
H -5.54526 1.62799 0.19025
H -4.10928 3.97295 1.82122
H -4.86099 4.20727 0.24185
H -3.13808 4.57460 0.45206
C -2.08954 6.55679 -3.33542
C -1.92941 6.54691 -1.83591
O -2.86439 6.74744 -1.09435
C -0.54805 6.26144 -1.29826
H -3.12669 6.74591 -3.59308
H -1.44719 7.32533 -3.77152
H -1.78490 5.59288 -3.74780
H 0.15995 7.00450 -1.67172
H -0.21271 5.28114 -1.64166
H -0.56145 6.27676 -0.21147
C 9.94121 -4.11186 1.72194
C 9.78391 -5.40675 0.96636
O 9.94264 -5.46683 -0.23204
C 9.39887 -6.61944 1.77666
H 10.21014 -3.31308 1.03596
H 9.00317 -3.85818 2.21878
H 10.70969 -4.21716 2.49062
H 8.44979 -6.43880 2.28470
H 10.15069 -6.81051 2.54480
H 9.30865 -7.48630 1.12703
C -6.05200 5.01813 -6.31518
C -6.01573 6.19342 -5.37053
O -4.98269 6.58315 -4.87629
C -7.32449 6.86191 -5.03604
H -5.04847 4.62675 -6.46071
H -6.69451 4.23508 -5.90857
H -6.47353 5.32334 -7.27504
H -8.00159 6.13761 -4.57742
H -7.80924 7.25069 -5.93352
H -7.13283 7.67719 -4.34426
C -8.63441 10.02652 -0.94823
C -7.66956 9.42595 -1.94280
O -7.79608 9.60229 -3.13346
C -6.54378 8.59601 -1.37883
H -9.39717 10.59861 -1.47055
H -9.10357 9.23549 -0.36029
H -8.09765 10.67465 -0.25306
H -6.94470 7.76006 -0.80204
H -5.93946 9.19650 -0.69625
H -5.91103 8.21454 -2.17684
```

E   -2456.75369 Eh
Total charge   -1

Question: Look up the E of the second one.
Answer: -2456.75369 Eh

Question: The lowest total charge belongs to which entry?
Answer: C34H71BO10P

Question: The lowest total charge belongs to which entry?
Answer: C34H71BO10P

Question: What is the formula in the first record?
Answer: C34H71BCrN7O3P3S2